This record from OMol25 describes a cluster of 13 separate species, C42H106N4O14 in total in a non-equilibrium geometry. The level of theory is the ωB97M-V functional and the def2-TZVPD basis.

Geometry as XYZ:
```
166
Properties=species:S:1:pos:R:3:forces:R:3:mulliken_charge:R:1
C 5.7265 -1.1829 -0.9457 0.534 0.352 0.522 -1.041
C 5.4444 -1.1247 0.5582 -0.759 1.328 -0.274 -0.193
C 5.3282 0.3560 1.0766 -0.079 -1.033 -1.016 -1.226
C 4.2065 1.1343 0.3775 0.220 1.141 0.739 0.463
C 3.7835 2.4390 1.1177 -0.425 0.342 -0.539 -0.825
C 3.0544 3.4761 0.2214 0.067 -0.897 -0.104 -0.864
H 5.5300 -2.1985 -1.2893 0.391 0.107 -0.330 0.431
H 6.7450 -0.8352 -1.1189 0.211 -0.401 -0.340 0.385
H 5.0974 -0.4852 -1.4983 -0.290 -0.146 0.074 -0.055
H 4.4861 -1.6421 0.6039 -0.129 -0.063 0.937 0.049
H 6.2092 -1.6066 1.1672 -0.107 -0.392 -0.220 0.490
H 6.2811 0.8006 0.7894 0.183 0.325 0.466 0.502
H 5.1986 0.3547 2.1588 0.132 0.118 -0.043 0.402
H 4.5509 1.5204 -0.5819 -0.092 -0.593 -0.365 0.353
H 3.3606 0.4550 0.2728 -0.245 0.196 -0.352 0.032
H 3.0850 2.1831 1.9144 0.264 0.031 0.414 -0.165
H 4.6481 2.9731 1.5120 0.210 -0.398 0.354 0.587
H 2.1119 3.0341 -0.1016 -0.135 0.199 -0.114 -0.337
H 2.8510 4.4299 0.7082 -0.037 -0.139 0.309 0.567
H 3.6179 3.7224 -0.6786 0.128 -0.112 -0.034 0.559
C -2.6044 2.3065 5.4204 -0.883 -1.252 0.467 -1.094
C -1.6975 3.4088 5.7970 -0.323 0.711 -0.219 -0.630
C -0.6813 3.6724 4.7069 0.825 0.259 0.167 -0.220
C -1.2254 4.0276 3.3237 0.214 0.335 -0.084 -0.043
C -0.1173 4.3481 2.3064 -0.419 0.164 -0.655 0.010
C -0.6434 4.4632 0.8672 0.775 -0.807 -0.252 -0.484
H -3.2678 2.5667 4.5956 0.113 -0.364 -0.115 0.269
H -3.2098 2.1164 6.3067 -0.461 -0.165 -0.141 0.412
H -2.0384 1.3853 5.2819 -0.123 -0.153 -0.581 0.216
H -2.3953 4.2331 5.9436 0.501 0.632 0.316 0.313
H -1.2875 3.0836 6.7531 0.561 0.623 0.011 0.368
H -0.0508 2.7835 4.6883 -0.028 -0.385 -0.532 -0.215
H 0.0602 4.4289 4.9638 -0.179 0.421 0.327 0.423
H -1.9186 3.2670 2.9644 0.329 -0.318 -0.235 -0.135
H -1.8458 4.9233 3.3522 -0.177 0.207 0.422 0.306
H 0.3568 5.3167 2.4648 0.033 0.008 0.826 0.410
H 0.6720 3.5975 2.3468 0.080 -0.095 -0.037 -0.338
H -1.5563 5.0503 0.7679 0.059 -0.173 0.091 0.412
H 0.1107 4.8622 0.1888 0.134 0.526 0.278 0.297
H -0.7273 3.4584 0.4532 -0.851 -0.184 0.022 -0.302
C 1.5796 0.2195 3.9769 -0.125 0.614 -0.173 -0.817
C 2.8087 -0.5682 3.5314 0.062 0.599 0.989 0.717
C 2.9681 -1.7971 4.4472 0.051 -0.945 -1.700 -0.791
C 4.0879 -2.7700 3.9964 0.108 1.685 0.343 -0.465
C 4.2671 -3.9813 4.8678 -0.264 -0.355 -0.974 -0.546
C 4.6712 -3.8443 6.3211 0.193 -0.119 -0.265 -1.219
H 1.4124 1.2010 3.5332 0.556 0.125 -0.496 -0.246
H 1.6653 0.4610 5.0364 -0.371 -0.419 0.209 0.590
H 0.6580 -0.2959 3.7066 -0.060 -0.360 0.555 0.024
H 2.7159 -0.8033 2.4711 0.090 -0.455 -0.009 -0.208
H 3.6958 0.0572 3.6320 0.075 0.129 -0.050 0.354
H 2.0148 -2.3157 4.3451 -0.155 -0.363 0.295 0.044
H 3.0861 -1.5837 5.5096 0.067 0.489 -0.099 0.448
H 4.0390 -3.0707 2.9498 -0.805 -0.157 -0.093 0.252
H 5.0262 -2.2172 3.9497 0.326 0.330 0.424 0.381
H 3.3311 -4.5370 4.8111 -0.126 -0.268 0.109 0.094
H 4.9829 -4.5397 4.2646 0.283 -0.633 0.591 0.400
H 5.6462 -3.3735 6.4470 0.027 0.100 -0.058 0.298
H 3.9403 -3.2842 6.9043 -0.018 -0.079 0.028 0.323
H 4.7472 -4.8623 6.7032 -0.018 0.107 0.371 0.376
C -0.5346 -8.9061 1.3151 -0.037 -0.854 1.015 -1.601
C -0.5045 -7.3944 1.5194 0.036 -0.657 0.883 0.177
C 0.0131 -6.9795 2.9482 -0.262 0.962 -1.288 -0.766
C -0.4745 -5.5763 3.4179 -0.024 -0.161 -0.983 -0.964
C -0.2791 -4.5042 2.2738 -0.495 -0.149 0.510 0.426
C -0.6209 -3.0696 2.6233 0.515 0.468 1.422 0.680
H -0.8393 -9.2623 0.3310 0.152 0.285 -0.093 0.371
H -1.2295 -9.3499 2.0281 -0.642 0.186 -0.043 0.384
H 0.3408 -9.4642 1.6473 0.703 0.402 -0.500 0.370
H 0.1462 -6.9326 0.7768 -0.281 0.195 -0.094 0.172
H -1.5461 -7.1076 1.3747 0.057 0.606 -0.084 0.204
H 1.0864 -6.8627 2.7976 0.261 -0.384 0.435 0.260
H -0.1952 -7.7321 3.7086 0.025 -0.068 -0.089 0.423
H -1.5147 -5.6396 3.7375 -0.321 0.104 -0.323 0.373
H 0.0447 -5.3525 4.3498 0.366 0.433 -0.133 0.389
H 0.7690 -4.5178 1.9749 -0.041 -0.343 -0.461 0.334
H -0.9627 -4.6926 1.4460 0.409 -0.859 -0.194 -0.045
H -0.8401 -2.3508 1.8338 -0.204 -0.617 -0.439 -0.567
H -1.4385 -3.0886 3.3439 -0.142 0.361 0.060 0.434
H 0.2470 -2.6175 3.1035 -0.071 0.107 0.455 -1.008
C -4.0793 3.9184 0.7289 0.197 0.070 -0.603 -0.067
C -4.2833 3.3476 -0.6723 0.648 -0.396 0.430 0.222
O -4.6045 4.2645 -1.6983 -0.178 0.652 0.082 -0.483
O -5.2504 4.0654 1.4737 -1.049 0.022 0.327 -0.566
H -3.6228 4.9039 0.6370 0.457 -0.025 -0.083 0.322
H -3.4369 3.2456 1.2970 0.087 0.048 -0.136 -0.091
H -5.0757 2.5992 -0.6628 0.261 -0.479 0.270 0.392
H -3.3152 2.9165 -0.9271 -0.146 -0.370 -0.225 -0.389
H -5.5452 4.4322 -1.6057 -0.086 0.242 -0.321 0.328
H -5.7566 4.7608 1.0474 -0.251 0.099 0.196 0.356
C -0.0921 -0.0485 -5.5243 1.668 -0.145 -1.806 0.092
C 0.4575 1.3677 -5.6734 -0.688 1.455 0.592 -0.238
O 0.0544 2.0091 -6.8825 0.488 -1.065 0.286 -0.657
O -1.3716 -0.1376 -6.1263 -0.953 -0.043 0.577 -0.484
H -0.0419 -0.5064 -4.5364 -0.059 0.265 0.154 -0.116
H 0.5472 -0.5963 -6.2166 0.384 -0.587 0.397 0.617
H 1.5449 1.4188 -5.6185 -0.196 -0.210 0.038 0.320
H 0.0426 2.0105 -4.8970 0.241 -0.046 0.652 0.052
H -0.8969 1.8926 -6.8275 -0.608 0.450 -0.695 0.335
H -1.3101 -0.8699 -6.7441 -0.398 0.100 -0.052 0.314
C -5.1355 -1.0937 -4.3674 1.810 1.139 2.672 -0.613
C -3.7844 -1.1796 -3.5689 -1.181 0.439 1.020 0.120
O -2.8742 -0.0616 -3.6386 -0.951 -0.823 -0.264 -0.896
O -4.8338 -1.5122 -5.6140 -0.390 -0.967 -2.892 -0.586
H -5.5667 -0.0926 -4.3601 0.060 0.227 0.195 0.288
H -5.8285 -1.7317 -3.8190 -0.138 -0.413 -0.480 0.410
H -3.3124 -2.0991 -3.9150 0.196 0.029 -0.002 0.218
H -4.0426 -1.3034 -2.5172 0.269 0.117 0.213 -0.198
H -2.4129 -0.1765 -4.4726 0.373 -0.175 -0.647 -0.183
H -4.5543 -0.7620 -6.1438 -0.033 0.009 -0.113 0.351
C -4.1180 -2.3807 1.1840 1.687 0.227 -0.126 -0.136
C -4.6609 -0.9575 0.9442 -1.920 -0.987 0.063 -0.028
O -6.1362 -1.0593 0.8573 1.045 -0.040 0.038 -0.599
O -3.4663 -3.0392 0.0386 -1.004 0.576 1.003 -0.594
H -4.7700 -3.0652 1.7267 -0.705 0.179 -0.592 0.387
H -3.2978 -2.2937 1.8966 0.271 0.188 -0.179 0.004
H -4.3199 -0.4839 0.0236 0.497 -0.199 0.136 -0.072
H -4.4192 -0.3350 1.8057 0.193 0.021 -0.092 0.397
H -6.5029 -0.2384 1.1938 -0.028 0.074 -0.046 0.306
H -4.1166 -3.2029 -0.6484 -0.134 -0.005 -0.063 0.247
C -0.1195 -4.0584 -2.7912 -0.374 -0.557 0.713 -0.374
C -0.3735 -4.2542 -1.2866 -1.721 -0.725 0.274 -0.001
O -0.9191 -3.0408 -0.7502 1.100 0.572 -0.839 0.134
O 0.6439 -2.9295 -2.8179 1.641 1.947 -0.546 -0.509
H -1.0491 -3.8284 -3.3118 -0.570 -0.486 0.049 0.087
H 0.4094 -4.8394 -3.3375 -0.137 -0.437 0.405 0.355
H 0.5003 -4.3853 -0.6484 0.363 -0.790 -0.660 0.082
H -1.1206 -5.0412 -1.1840 0.214 -0.391 0.423 0.352
H -1.7606 -3.1018 -0.2923 -0.635 -0.385 -0.179 -0.100
H 0.3123 -2.5239 -2.0135 0.283 1.426 0.032 0.192
O -1.9653 0.9288 -0.0476 -0.880 0.153 -1.035 -0.668
C -0.9328 0.5835 -0.6058 1.191 -0.342 2.220 0.397
N -0.6398 0.5891 -1.9198 -0.679 0.206 0.468 2.500
C 0.1763 0.0375 0.3486 -0.381 0.259 -1.549 0.148
H -1.4057 0.6501 -2.5754 0.024 0.074 0.034 -1.022
H 0.3243 0.5668 -2.2202 0.057 -0.207 -0.113 -0.443
H -0.2586 -0.1830 1.3235 0.059 0.043 -0.235 -0.158
H 0.9959 0.7502 0.4400 0.069 0.040 0.025 -0.199
H 0.5250 -0.8503 -0.1791 0.372 -0.233 0.546 0.022
O 2.5787 4.5682 -2.9751 0.565 -0.134 0.383 -0.702
C 1.4112 4.7739 -2.6480 1.138 0.856 -1.660 0.833
N 0.6383 3.8517 -2.1692 -1.605 -1.867 0.865 1.364
C 0.7898 6.0606 -3.0109 0.792 0.636 0.912 -1.505
H 0.9986 2.9106 -2.2378 -0.008 -0.447 0.329 -0.953
H -0.3522 3.9930 -2.0311 0.295 0.003 -0.027 0.086
H -0.1104 6.2357 -2.4217 -0.317 0.172 -0.687 0.347
H 0.7612 6.0124 -4.0994 -0.642 0.464 0.087 0.292
H 1.5493 6.7807 -2.7062 -0.230 0.422 -0.295 0.404
O -2.7178 3.2615 -6.5403 0.365 -0.940 -2.254 -0.680
C -2.6468 3.5517 -5.3855 -0.804 1.623 1.325 0.973
N -2.7028 2.6642 -4.3858 0.474 0.071 1.207 0.327
C -2.6335 5.0320 -4.9804 0.127 -0.160 0.004 -1.047
H -2.7352 3.0346 -3.4467 -0.059 -0.327 -0.074 -0.186
H -2.6317 1.6629 -4.4979 -0.377 0.411 -0.139 0.198
H -3.0411 5.2568 -3.9948 -0.130 -0.245 0.042 0.240
H -3.1964 5.5736 -5.7407 0.099 -0.017 0.084 0.389
H -1.6074 5.3998 -4.9844 0.081 -0.038 -0.145 0.079
O 1.9243 1.2876 -2.5876 -0.604 0.618 0.560 -0.466
C 2.9501 1.1963 -3.2420 0.340 -1.618 -1.030 0.326
N 3.8905 2.1136 -3.3378 0.525 0.368 0.431 -0.082
C 3.2031 -0.0362 -4.0751 -0.124 0.487 -0.180 -1.688
H 4.7881 1.8612 -3.7260 -0.290 0.372 0.025 0.235
H 3.7005 2.9874 -2.8682 0.186 0.574 -0.138 0.174
H 2.4145 -0.7575 -3.8610 0.572 -0.380 0.124 0.046
H 4.2463 -0.3237 -3.9437 -0.223 -0.686 0.155 0.528
H 3.1163 0.2539 -5.1222 0.003 -0.034 -0.078 0.444
```
Positions in Å, forces in eV/Å.

Computed properties:
* net charge: 0
* energy above the lowest of the compared OMol25 structures with the same formula, charge and spin: 51.9 kcal per mole
* Kohn-Sham gap: 9.7 eV
* strongest force on any atom: 0.0665 hartree/bohr
* HOMO energy: -0.34219 Eh